[1]
ORCA calculation (ωB97M-V with the def2-TZVPD basis set) on an isolated ion of composition C3H7ClNO3S and charge -1 in a non-equilibrium geometry.

Structure (XYZ):
```
16
C3H7ClNO3S, DFT ωB97M-V with the def2-TZVPD basis set
C 0.50 -0.78 -1.23
C 0.59 -0.46 1.45
C 0.28 0.05 0.03
N 0.65 1.41 0.00
O -2.23 -1.22 -0.16
O -2.17 1.02 -1.23
O -2.35 0.83 1.24
S -1.88 0.22 -0.02
Cl 2.53 1.69 -0.10
H 0.20 -0.12 -2.12
H -0.11 -1.60 -1.04
H 1.57 -0.94 -1.64
H 0.55 0.23 2.20
H 1.60 -0.97 1.67
H -0.13 -1.16 1.76
H 0.39 1.81 -0.82
```

**Net charge**: -1
**Strongest force on any atom**: 4.17 eV Å⁻¹
**2S+1**: 1
**SMILES**: CC(C)(NCl)S(=O)(=O)[O-]
**ΔE to the lowest compared entry with this formula, charge and spin**: 46.3 kcal/mol
**LUMO level**: 3.14 eV


[2]
ORCA calculation (ωB97M-V with the def2-TZVPD basis set) on C3H7ClNOPt as an isolated structure in a non-equilibrium geometry.

Structure (XYZ):
```
14
C3H7ClNOPt, DFT ωB97M-V with the def2-TZVPD basis set
Pt -1.98 1.95 -4.15
Cl -0.74 0.12 -3.05
C -0.27 -2.05 0.88
C 0.40 -0.62 1.09
O 1.00 -0.47 2.17
N 0.28 0.31 0.12
C 0.70 1.71 0.23
H -0.05 -2.65 0.00
H -1.36 -1.93 0.94
H 0.03 -2.73 1.68
H -0.31 0.12 -0.68
H -0.23 2.22 0.47
H 1.05 2.21 -0.67
H 1.48 1.81 0.98
```

**Net charge**: +1
**Strongest force on any atom**: 3.95 eV Å⁻¹
**2S+1**: 3
**ΔE to the lowest compared entry with this formula, charge and spin**: 7.8 kcal/mol
**LUMO level (spin up / spin down)**: -5.01 / -8.49 eV


Question: Which value of strongest force on any atom does entry 1 give?
Answer: 4.17 eV Å⁻¹